Computed, not measured: a gas-phase ion, C5H10NS (charge +1), with the ωB97M-V functional and the def2-TZVPD basis.

Calculated values
SMILES ... C1CS[C@@]2(C1)C[NH2+]2
DFT total energy ... -649.1321 hartree
Molar mass ... 116.209 Da
E_HOMO ... -13.210 eV
Kohn-Sham gap ... 9.8 eV
Total charge ... +1
Energy above the lowest of the compared OMol25 structures with the same formula, charge and spin ... 2.5382 eV
Lowest unoccupied orbital energy ... -3.37 eV

Cartesian coordinates (Å):
C1 -1.3802 -1.0613 0.2684
C2 -2.0761 0.2662 0.0608
S1 -0.7638 1.6099 -0.0163
C3 0.5751 0.3207 -0.2056
C4 -0.0018 -0.9788 -0.4984
C5 1.9365 0.8742 -0.5704
N1 1.5180 0.5925 0.7948
H1 -2.0329 -1.8449 -0.0768
H2 -1.0644 -1.3297 1.3450
H3 -2.6167 0.2386 -0.9468
H4 -2.6166 0.8603 0.9340
H5 0.6174 -1.9287 -0.2264
H6 -0.1719 -0.9958 -1.5845
H7 2.5106 0.1537 -1.0121
H8 1.9704 1.8373 -0.9400
H9 2.1310 -0.0737 1.3171
H10 1.4652 1.4593 1.3574